(1)
Below is a molecular structure, C36H23BiClF5O6PS in a non-equilibrium geometry, with properties calculated with ωB97M-V/def2-TZVPD.

Output
- charge = -1
- energy above the lowest of the compared OMol25 structures with the same formula, charge and spin (kJ/mol) = 52.3
- energy (eV) = -102056.019
- LUMO energy (eV) = 1.75
- HOMO level (eV) = -4.92

Atoms and positions in Å:
Bi (-1.025186, -0.504959, -0.192985)
C (-0.444699, 5.111059, 3.447844)
C (-0.857304, 3.758530, 3.685589)
C (-0.658046, 2.806529, 2.655473)
C (0.273330, 3.119529, 1.651879)
C (0.896510, 4.364302, 1.520768)
C (0.439509, 5.364505, 2.416338)
P (0.731881, 1.652502, 0.654202)
C (1.790715, 2.339829, -0.663968)
C (2.875187, 1.614523, -1.152681)
C (3.663602, 2.157447, -2.200208)
C (3.242822, 3.323224, -2.856405)
C (2.068738, 3.940498, -2.418269)
C (1.331812, 3.444684, -1.351187)
C (1.862392, 0.833381, 1.736478)
C (3.080475, 1.413425, 2.181344)
C (3.874561, 0.723252, 3.085526)
C (3.475192, -0.548940, 3.547442)
C (2.252135, -1.109078, 3.167029)
C (1.782641, -2.329951, 3.671560)
C (0.488565, -2.804512, 3.309767)
C (-0.354692, -1.997530, 2.486946)
C (0.179635, -0.929743, 1.845864)
C (1.432549, -0.416320, 2.209950)
H (-0.653343, 5.895570, 4.215934)
H (-1.304977, 3.420088, 4.665823)
H (-1.141819, 1.859307, 2.677182)
H (1.672514, 4.617836, 0.817595)
H (0.928553, 6.360788, 2.381506)
H (3.024810, 0.608260, -0.764704)
H (4.637052, 1.719583, -2.484677)
H (3.784883, 3.720303, -3.695364)
H (1.669842, 4.785223, -3.023513)
H (0.322882, 3.850273, -1.145908)
H (3.425052, 2.364886, 1.695395)
H (4.872437, 1.142479, 3.337425)
H (4.077845, -1.080333, 4.262987)
H (2.441200, -2.944430, 4.275321)
H (0.150680, -3.694577, 3.834329)
H (-1.403403, -2.183378, 2.360333)
F (-5.477070, -6.740964, 2.050519)
C (-4.829104, -5.848350, 1.233988)
C (-4.729820, -4.495153, 1.530732)
F (-5.590806, -3.993743, 2.464177)
C (-3.772219, -3.682949, 0.908549)
F (-3.654167, -2.401902, 1.291830)
C (-2.805919, -4.213646, 0.009204)
S (-1.459217, -3.418953, -0.698583)
C (-2.968246, -5.591911, -0.339314)
F (-2.196939, -6.148325, -1.298230)
C (-3.907553, -6.381656, 0.330267)
F (-3.735171, -7.739966, 0.226309)
C (2.000777, -2.240877, -3.121715)
C (0.928532, -1.355581, -2.562619)
O (0.843200, -1.278264, -1.280990)
C (0.209448, -0.520523, -3.550751)
C (0.402232, -0.935245, -4.921208)
C (-0.271809, -0.329308, -5.974370)
C (-1.072875, 0.777576, -5.662679)
C (-1.364639, 1.141747, -4.379040)
C (-0.725513, 0.466932, -3.271181)
O (-1.075707, 0.850680, -2.047165)
H (2.783617, -2.542586, -2.445359)
H (2.454123, -1.641402, -3.949609)
H (1.566419, -3.117758, -3.564198)
H (1.153982, -1.636667, -5.239218)
H (-0.244340, -0.741519, -6.969472)
H (-1.360669, 1.373207, -6.514578)
H (-1.858042, 2.091752, -4.087479)
O (-3.364543, 2.326497, 1.162613)
Cl (-3.679439, 0.927905, 1.199294)
O (-4.844992, 0.669920, 1.975655)
O (-3.772332, 0.441171, -0.193944)
O (-2.487729, 0.161796, 1.840606)

Atoms 1-3, force components in eV/Å:
-0.9 -0.5 1.8
0.1 -1.4 1.6
-0.4 0.2 -0.4

Löwdin atomic charge list, values in e, 8 entries: 1.75 -0.10 -0.05 -0.09 -0.33 -0.08 -0.11 1.05


(2)
Below is a single CH5IN2 molecule in a non-equilibrium geometry, with properties calculated with ωB97M-V/def2-TZVPD.

Output
- energy above the lowest of the compared OMol25 structures with the same formula, charge and spin (kJ/mol) = 152.3
- energy (eV) = -12196.002
- LUMO energy (alpha / beta) (eV) = -0.31 / -0.31
- HOMO level (alpha / beta) (eV) = -8.49 / -8.49

Atoms and positions in Å:
C (-0.628024, -0.936367, -0.247981)
N (-0.144991, 0.701606, -0.372554)
N (1.175287, 0.792776, -0.137563)
I (-1.423401, 1.475306, 1.407964)
H (-1.187672, -1.100222, -1.109783)
H (0.291078, -1.474742, -0.336880)
H (-1.252078, -1.296243, 0.481977)
H (1.478787, 1.693842, -0.103435)
H (1.691012, 0.144044, 0.418255)

Atoms 1-3, force components in eV/Å:
2.9 3.3 -1.9
-1.7 -3.1 1.4
-1.3 -2.5 -0.9

Löwdin atomic charge list, values in e, 8 entries: -0.11 -0.40 -0.07 0.37 0.04 0.05 -0.01 0.05


> What is the energy in the second record?

-12196.002 eV


> Which formula does entry 1 have?

C36H23BiClF5O6PS